Entry 1:
ORCA calculation (the ωB97M-V functional and the def2-TZVPD basis) on a structure of composition C37H48BrGeMoN2O at a distorted geometry.

Cartesian coordinates (Å):
Mo 1.426 -0.097 0.830
Br -0.690 -2.072 0.503
Ge 3.382 -1.208 -0.473
O -0.318 0.935 0.802
N 0.845 -0.258 3.028
N -0.524 -0.047 3.375
C -2.246 0.541 4.903
C 3.548 -3.886 0.500
C 0.034 1.504 5.256
C -5.080 0.360 -3.381
C -1.844 3.454 1.422
C -0.749 0.268 4.799
C 5.377 -0.958 -2.478
C 2.022 -0.074 -1.445
C -5.122 -0.306 -1.999
C 2.665 -5.882 -0.498
C 3.140 -0.234 1.367
C -6.301 0.260 -1.196
C 2.331 -3.752 -1.565
C -1.949 3.154 -0.082
C 0.928 -0.569 -2.185
C -0.619 3.477 -0.780
C 1.966 1.927 -2.834
C 2.528 1.196 -1.808
C -2.301 1.684 -0.320
C -0.373 -0.948 5.640
C 6.603 -0.646 -3.042
C -1.446 0.656 0.145
C 0.885 1.409 -3.535
C 7.368 0.181 -0.918
C -3.823 -0.014 -1.251
C -5.345 -1.806 -2.195
C 3.369 -5.260 0.524
C 7.600 -0.076 -2.260
C -1.837 -0.662 -0.099
C 2.149 -5.127 -1.542
C 0.357 0.171 -3.207
C -3.447 1.309 -1.004
C 3.028 -3.116 -0.542
C -3.013 4.093 -0.657
C 6.138 -0.129 -0.353
C 5.135 -0.696 -1.129
C -2.991 -1.012 -0.779
H -0.871 -1.841 5.260
H 1.467 0.360 3.554
H 3.778 -5.844 1.337
H -3.990 3.931 -0.198
H -0.364 4.528 -0.634
H 1.113 1.332 5.290
H -2.766 3.168 1.933
H -4.247 -0.024 -3.973
H -6.005 0.155 -3.924
H 1.608 -5.610 -2.345
H 1.935 -3.188 -2.400
H 3.377 1.606 -1.270
H 4.609 -1.407 -3.099
H 0.706 -1.121 5.649
H -6.223 1.341 -1.073
H 1.085 -1.208 3.304
H -4.537 -2.265 -2.768
H 0.446 1.980 -4.344
H -2.524 0.746 5.936
H 8.558 0.167 -2.700
H -0.853 0.708 2.780
H 8.144 0.621 -0.307
H -0.262 1.783 6.267
H -2.524 1.409 4.301
H 4.091 -0.090 1.872
H 2.522 -6.954 -0.484
H 2.365 2.898 -3.093
H -6.272 -1.965 -2.747
H -2.720 5.124 -0.457
H -1.009 2.931 1.883
H -6.346 -0.190 -0.202
H -5.437 -2.329 -1.242
H -4.973 1.442 -3.308
H -0.704 3.296 -1.854
H 0.499 -1.527 -1.923
H -7.241 0.050 -1.709
H -0.167 2.356 4.602
H -1.697 4.525 1.573
H 4.099 -3.417 1.309
H -4.104 2.087 -1.361
H 6.784 -0.849 -4.089
H -2.814 -0.319 4.550
H 5.976 0.082 0.697
H 0.196 2.868 -0.391
H -3.224 -2.056 -0.929
H -3.115 3.986 -1.738
H -0.497 -0.219 -3.745
H -0.678 -0.799 6.675

Its energy above the lowest of the compared OMol25 structures with the same formula, charge and spin is 0.3 kJ/mol. As for the spin multiplicity: 3. Its LUMO energy (spin up / spin down) is -3.236 / -3.310 eV. For the largest force on an atom, the calculation gives 0.0281 hartree/bohr. The HOMO-LUMO gap (spin up / spin down) is 7.144 / 7.175 eV. The HOMO energy (spin up / spin down) is -0.381 / -0.385 Ha. The calculated total energy comes out at -6342.303063 Eh. Its expectation value of S² is 2.046. As for the total charge: +1.

Entry 2:
ORCA calculation (the ωB97M-V functional and the def2-TZVPD basis) on the ion C3H9N2S with charge +1 at a distorted geometry.

Cartesian coordinates (Å):
S 0.242 0.508 0.660
N 1.844 0.429 -1.686
N -0.438 -0.058 2.180
C 0.501 0.443 -2.273
C -1.842 -0.271 2.297
C 0.787 -0.353 -1.117
H -2.111 -1.293 2.476
H -0.119 1.417 -2.011
H 2.176 1.145 -1.035
H 0.008 -0.775 2.714
H -2.448 -0.240 1.450
H 2.584 -0.044 -2.138
H 0.783 -1.390 -1.276
H 0.424 0.202 -3.307
H -2.390 0.281 3.065

Its energy above the lowest of the compared OMol25 structures with the same formula, charge and spin is 247.9 kJ/mol. As for the spin multiplicity: 3. Its LUMO energy (spin up / spin down) is -3.140 / -6.788 eV. For the largest force on an atom, the calculation gives 0.0981 hartree/bohr. The HOMO-LUMO gap (spin up / spin down) is 7.679 / 6.493 eV. The HOMO energy (spin up / spin down) is -0.398 / -0.488 Ha. The calculated total energy comes out at -626.918778 Eh. Its expectation value of S² is 2.007. As for the total charge: +1.

Entry 3:
ORCA calculation (the ωB97M-V functional and the def2-TZVPD basis) on a structure of composition C4H6CaCl4O19 at a distorted geometry.

Cartesian coordinates (Å):
Ca 0.618 -0.684 1.176
Cl -0.975 -2.372 -1.316
Cl 3.525 0.340 2.118
Cl 1.382 -3.940 2.892
Cl -1.710 0.070 3.538
O 4.848 -0.100 2.336
O 3.036 -0.077 0.777
O 0.820 -5.247 2.857
O -1.148 -3.804 -1.516
O 1.298 -3.381 4.214
O 3.367 1.756 2.137
O -0.977 -1.139 3.946
O -2.154 0.625 4.782
O 0.404 -2.009 -1.240
O -0.885 1.186 -2.210
O -2.766 -0.250 2.646
O -1.543 -1.853 -0.110
O 2.780 -3.991 2.514
O 2.582 -0.385 2.943
O 0.905 2.471 -2.151
O -0.656 0.793 2.874
O 0.659 -3.093 1.954
O 0.550 0.952 -0.522
O -1.547 -1.818 -2.541
C 0.162 2.883 -3.291
C -1.104 2.047 -3.311
C 0.175 1.505 -1.511
C -2.444 2.747 -3.112
H 0.664 2.623 -4.225
H -0.092 3.941 -3.247
H -1.232 1.430 -4.202
H -2.680 3.453 -3.914
H -2.593 3.290 -2.176
H -3.269 2.032 -3.107

Its LUMO energy is 3.648 eV. For the largest force on an atom, the calculation gives 0.1220 hartree/bohr. The HOMO-LUMO gap is 7.416 eV. The HOMO energy is -0.138 Ha. The calculated total energy comes out at -4103.182970 Eh. As for the total charge: -2.

Entry 4:
ORCA calculation (the ωB97M-V functional and the def2-TZVPD basis) on a structure of composition CH3NS2 at a distorted geometry.

Cartesian coordinates (Å):
S -1.541 -0.635 0.172
S 1.031 -1.388 -0.038
N 1.234 0.195 -0.083
C -1.047 0.833 -0.083
H 0.655 -1.489 1.317
H 1.220 0.628 -0.999
H -1.553 1.856 -0.286

Its energy above the lowest of the compared OMol25 structures with the same formula, charge and spin is 436.9 kJ/mol. Its LUMO energy (spin up / spin down) is -0.219 / -0.219 eV. For the largest force on an atom, the calculation gives 0.0448 hartree/bohr. The HOMO-LUMO gap (spin up / spin down) is 7.741 / 7.742 eV. The HOMO energy (spin up / spin down) is -0.293 / -0.293 Ha. The calculated total energy comes out at -890.861904 Eh.

Entry 5:
ORCA calculation (the ωB97M-V functional and the def2-TZVPD basis) on the molecule C5H8O2 at a distorted geometry.

Cartesian coordinates (Å):
O -1.393 -2.002 -1.683
O -1.049 2.493 1.658
C -0.718 -1.627 -0.764
C 0.682 -1.117 -0.906
C 0.353 0.680 0.946
C 0.722 0.389 -0.522
C -0.950 1.433 1.090
H -1.100 -1.485 0.274
H -1.874 0.984 0.673
H 1.706 0.821 -0.692
H 1.018 -1.196 -1.938
H 0.038 0.984 -1.135
H 1.026 1.345 1.483
H 1.318 -1.528 -0.113
H 0.221 -0.172 1.630

Its energy above the lowest of the compared OMol25 structures with the same formula, charge and spin is 127.7 kJ/mol. Its LUMO energy is 0.790 eV. For the largest force on an atom, the calculation gives 0.0275 hartree/bohr. The HOMO-LUMO gap is 10.816 eV. The HOMO energy is -0.368 Ha. The structure (SMILES) is O=CCCCC=O. The calculated total energy comes out at -345.756313 Eh.

Entry 6:
ORCA calculation (the ωB97M-V functional and the def2-TZVPD basis) on a structure of composition C53H55IrN10O3STe at a distorted geometry.

Cartesian coordinates (Å):
Ir 0.005 -0.081 0.293
Te -2.940 0.949 -1.719
S 0.405 -1.461 2.398
O -0.476 -1.854 -0.628
O 0.292 1.611 1.372
O 1.198 2.024 -2.028
N 5.895 -2.699 -4.053
N 2.441 -2.348 3.813
N 3.655 0.396 -1.749
N 5.202 -0.955 -3.001
N -1.857 -0.341 0.916
N 5.066 -1.727 -4.102
N -0.679 0.830 -1.419
N 2.658 -0.138 2.966
N -2.526 -1.431 0.348
N 1.976 0.121 -0.386
C 2.462 -0.221 -1.558
C -0.558 1.957 2.261
C -1.821 1.429 2.499
C -9.213 1.449 0.082
C -5.566 -0.810 -2.486
C -5.488 2.210 -0.131
C -5.963 0.312 -1.556
C 8.217 -2.984 -1.184
C 7.757 -1.840 -0.496
C -2.093 3.953 -1.719
C 4.492 0.305 -2.908
C -6.837 2.267 0.204
C 6.198 -1.445 -2.213
C -1.362 0.817 -5.725
C -3.244 -5.695 -2.202
C -7.307 0.406 -1.196
C 3.844 -0.031 3.548
C -7.765 1.378 -0.321
C -3.525 4.631 -4.008
C -2.090 5.250 -2.221
C -2.793 5.611 -3.363
C 7.664 -3.372 -2.381
C 3.906 1.187 -0.639
C -4.554 3.190 0.522
C -4.063 -4.928 -1.381
C 1.819 -1.095 -2.569
C -2.840 2.974 -2.397
C -1.301 3.703 -0.465
C -3.558 3.315 -3.549
C -1.943 -5.284 -2.452
C -0.579 3.086 -5.665
C -0.193 2.920 -4.347
C -2.753 7.026 -3.875
C -0.993 0.659 -4.393
C -1.165 2.033 -6.361
C -3.580 -3.766 -0.805
C -4.391 2.339 -4.338
C -0.101 3.111 3.124
C -5.048 1.243 -1.045
C 4.391 -1.064 4.300
C 6.632 -2.580 -2.893
C 3.616 -2.206 4.401
C -0.417 1.712 -3.690
C 4.574 1.269 3.346
C 1.988 -1.304 3.085
C -1.458 -4.118 -1.877
C -2.270 -3.353 -1.046
C -3.804 -0.122 2.333
C 0.076 1.540 -2.261
C 2.857 1.008 0.190
C 6.743 -1.051 -0.986
C -2.445 0.321 1.872
C -1.715 -2.137 -0.390
H -5.440 2.391 -4.032
H -4.542 -0.002 1.536
H -0.423 4.039 -6.158
H 5.216 1.117 -2.846
H -5.064 3.728 1.322
H -1.300 -5.876 -3.092
H -8.011 -0.314 -1.605
H -1.247 4.622 0.123
H -4.765 -1.421 -2.068
H 9.016 -3.569 -0.748
H -3.689 2.684 0.953
H 3.918 0.404 -3.828
H -1.740 2.925 0.155
H -1.806 -0.013 -6.263
H -5.080 -5.244 -1.182
H 5.362 1.407 4.086
H -1.515 6.004 -1.693
H -4.112 0.453 3.203
H -4.056 1.313 -4.203
H -1.449 2.157 -7.399
H 2.632 1.447 1.143
H -9.832 0.822 -0.561
H 5.353 -0.977 4.786
H -7.169 3.024 0.909
H -0.751 3.977 2.988
H -3.403 7.149 -4.741
H 0.917 3.381 2.852
H 1.351 -0.482 -3.345
H -4.331 2.570 -5.402
H 5.028 1.283 2.352
H -0.129 2.826 4.177
H -4.181 3.920 -0.197
H -9.589 2.472 0.025
H -5.215 -0.434 -3.449
H 6.370 -0.196 -0.439
H -3.775 -1.183 2.583
H -2.372 1.882 3.313
H 3.962 -3.056 4.985
H -4.084 4.884 -4.904
H -0.444 -3.788 -2.058
H 1.040 -1.680 -2.086
H -1.740 7.306 -4.171
H 0.273 3.725 -3.794
H -3.619 -6.611 -2.642
H -0.282 3.384 -0.688
H 3.871 2.100 3.398
H 8.002 -4.251 -2.913
H -1.141 -0.290 -3.892
H -4.203 -3.161 -0.159
H 4.778 1.814 -0.576
H 8.209 -1.585 0.454
H -9.350 1.108 1.111
H 2.544 -1.756 -3.044
H -6.419 -1.462 -2.672
H -3.074 7.730 -3.106

Its energy above the lowest of the compared OMol25 structures with the same formula, charge and spin is 0.0 kJ/mol. As for the spin multiplicity: 2. Its LUMO energy (spin up / spin down) is 2.140 / 1.459 eV. For the largest force on an atom, the calculation gives 0.0284 hartree/bohr. The HOMO-LUMO gap (spin up / spin down) is 6.261 / 5.706 eV. The HOMO energy (spin up / spin down) is -0.151 / -0.156 Ha. The calculated total energy comes out at -3596.576405 Eh. Its expectation value of S² is 0.758. As for the total charge: -1.

Entry 7:
ORCA calculation (the ωB97M-V functional and the def2-TZVPD basis) on a structure of composition C18H17N2O4W at a distorted geometry.

Cartesian coordinates (Å):
W -0.215 -0.066 -0.197
O 1.563 0.095 0.046
O -0.176 -1.448 -1.576
O -0.669 1.755 -0.201
O -0.069 -3.412 -0.393
N -2.282 -0.259 0.223
N -0.325 0.062 1.900
C 4.345 0.876 3.006
C -2.844 1.005 -3.073
C -0.307 2.122 -2.574
C 4.749 0.816 1.679
C -3.019 0.311 -0.657
C 2.536 0.361 1.007
C -2.652 -0.639 1.595
C 0.694 0.285 2.682
C -1.699 0.151 2.476
C -0.086 -4.357 -1.576
C -2.090 1.594 -4.098
C -1.049 1.528 -1.543
C 3.010 0.679 3.333
C 2.074 0.421 2.327
C -0.119 -2.185 -0.498
C -2.331 0.928 -1.799
C 3.837 0.548 0.648
C -0.821 2.122 -3.859
H 2.686 0.728 4.366
H -0.146 -3.774 -2.488
H -4.098 0.397 -0.531
H -3.818 0.584 -3.294
H -3.692 -0.397 1.807
H -1.983 1.203 2.491
H -0.956 -4.981 -1.408
H 5.066 1.079 3.785
H 0.620 2.629 -2.334
H -0.262 2.580 -4.664
H -2.500 -1.713 1.704
H 0.459 0.411 3.738
H -1.700 -0.233 3.495
H -2.512 1.649 -5.094
H 4.151 0.489 -0.386
H 5.790 0.974 1.426
H 0.838 -4.917 -1.488

Its energy above the lowest of the compared OMol25 structures with the same formula, charge and spin is 18.5 kJ/mol. Its LUMO energy is -12.076 eV. For the largest force on an atom, the calculation gives 0.0315 hartree/bohr. The HOMO-LUMO gap is 6.664 eV. The HOMO energy is -0.689 Ha. The calculated total energy comes out at -1172.628097 Eh. As for the total charge: +3.

Entry 8:
ORCA calculation (the ωB97M-V functional and the def2-TZVPD basis) on a cluster of 2 separate species, C5H8NO in total at a distorted geometry.

Cartesian coordinates (Å):
O 1.836 -0.095 1.476
N 1.602 0.516 0.343
C -1.608 -1.014 1.655
C -1.613 -0.296 0.259
C -1.544 -0.788 -1.005
C 2.657 1.647 -1.587
C 2.269 1.228 -0.377
H 3.032 2.681 -1.654
H -1.518 -0.242 -1.936
H -1.927 -0.347 2.425
H 2.778 0.925 -2.459
H -1.751 0.757 0.355
H -2.207 -1.895 1.765
H -0.512 -1.240 1.934
H -1.493 -1.837 -1.195

Its energy above the lowest of the compared OMol25 structures with the same formula, charge and spin is 0.0 kJ/mol. As for the spin multiplicity: 3. Its LUMO energy (spin up / spin down) is 4.036 / 3.928 eV. For the largest force on an atom, the calculation gives 0.0963 hartree/bohr. The HOMO-LUMO gap (spin up / spin down) is 3.803 / 7.789 eV. The HOMO energy (spin up / spin down) is 0.009 / -0.142 Ha. The calculated total energy comes out at -325.087382 Eh. Its expectation value of S² is 2.019. As for the total charge: -1.

Among the records above, which one has the lowest calculated total energy? C37H48BrGeMoN2O

What is the calculated total energy in the eighth record? -325.087382 Eh

The highest calculated total energy belongs to which entry? C5H8NO